Entry 1:
{
  "formula": "C28H76N2O10",
  "method": "ωB97M-V with the def2-TZVPD basis set",
  "symbols": ["C", "O", "N", "N", "H", "H", "H", "H", "C", "C", "C", "O", "H", "H", "H", "H", "H", "H", "H", "H", "C", "C", "C", "O", "H", "H", "H", "H", "H", "H", "H", "H", "C", "C", "C", "O", "H", "H", "H", "H", "H", "H", "H", "H", "C", "C", "C", "O", "H", "H", "H", "H", "H", "H", "H", "H", "C", "C", "C", "O", "H", "H", "H", "H", "H", "H", "H", "H", "C", "C", "C", "O", "H", "H", "H", "H", "H", "H", "H", "H", "C", "C", "C", "O", "H", "H", "H", "H", "H", "H", "H", "H", "C", "C", "C", "O", "H", "H", "H", "H", "H", "H", "H", "H", "C", "C", "C", "O", "H", "H", "H", "H", "H", "H", "H", "H"],
  "xyz": [[4.689, -3.015, -9.222], [4.208, -3.127, -10.498], [3.984, -2.870, -8.138], [5.947, -3.142, -8.972], [3.061, -2.573, -8.318], [4.316, -2.866, -7.204], [6.534, -3.528, -9.669], [6.412, -3.036, -8.101], [-0.274, -5.778, -11.518], [0.106, -4.396, -11.969], [1.614, -4.214, -12.108], [-0.447, -3.960, -13.055], [-0.310, -6.528, -12.373], [-1.160, -5.738, -10.849], [0.524, -6.138, -10.792], [-0.228, -3.738, -11.163], [1.966, -4.782, -12.869], [2.080, -4.431, -11.214], [1.912, -3.206, -12.373], [-1.418, -4.149, -12.964], [3.948, 0.367, -9.005], [5.478, 0.482, -9.152], [6.059, 1.629, -8.326], [6.182, -0.437, -8.701], [3.743, -0.081, -8.094], [3.601, -0.424, -9.641], [3.394, 1.341, -9.252], [5.863, 0.573, -10.175], [7.038, 1.897, -8.561], [6.085, 1.410, -7.281], [5.531, 2.578, -8.502], [5.944, -1.356, -8.989], [6.610, -7.281, -7.574], [7.275, -5.921, -7.071], [7.885, -6.057, -5.623], [8.171, -5.461, -7.729], [6.894, -7.551, -8.539], [5.546, -7.144, -7.560], [6.944, -8.043, -6.904], [6.455, -5.214, -7.204], [7.087, -6.267, -4.940], [8.380, -5.130, -5.245], [8.596, -6.860, -5.492], [8.085, -4.555, -7.463], [0.548, -2.167, -8.939], [-0.893, -2.685, -8.710], [-1.994, -1.911, -9.500], [-1.045, -3.919, -8.939], [1.014, -2.576, -9.809], [1.102, -2.320, -8.032], [0.536, -1.111, -9.081], [-1.062, -2.480, -7.626], [-1.896, -2.093, -10.551], [-1.918, -0.810, -9.291], [-3.074, -2.121, -9.274], [-1.929, -3.943, -9.320], [6.571, -7.400, -11.099], [5.176, -6.807, -11.414], [4.429, -6.454, -10.156], [5.329, -5.759, -12.073], [7.204, -6.792, -10.411], [7.178, -7.543, -11.945], [6.396, -8.357, -10.673], [4.600, -7.428, -12.063], [4.227, -7.326, -9.494], [3.462, -6.006, -10.325], [5.048, -5.856, -9.479], [5.603, -5.041, -11.465], [8.203, -1.968, -11.884], [7.538, -3.345, -11.992], [8.092, -4.128, -13.213], [7.540, -4.091, -10.929], [8.467, -1.482, -12.824], [9.100, -1.984, -11.219], [7.515, -1.266, -11.403], [6.484, -3.159, -12.175], [9.157, -4.315, -13.097], [7.916, -3.704, -14.190], [7.625, -5.073, -13.359], [8.285, -4.661, -10.970], [5.167, -1.212, -5.252], [4.952, -2.669, -4.890], [3.498, -2.789, -4.443], [5.138, -3.513, -5.751], [6.136, -0.903, -5.499], [4.887, -0.583, -4.421], [4.616, -0.942, -6.139], [5.546, -2.882, -4.010], [2.816, -2.351, -5.137], [3.263, -2.237, -3.464], [3.254, -3.832, -4.393], [4.911, -4.353, -5.396], [1.078, -6.632, -8.220], [1.861, -5.350, -7.855], [1.263, -4.827, -6.516], [3.047, -5.484, -7.623], [1.491, -7.064, -9.122], [0.039, -6.307, -8.234], [1.126, -7.445, -7.448], [1.755, -4.499, -8.552], [1.523, -5.477, -5.696], [0.197, -4.808, -6.494], [1.624, -3.835, -6.341], [3.558, -4.670, -7.891], [9.492, -2.167, -5.648], [8.586, -1.970, -6.826], [9.264, -2.397, -8.114], [7.523, -2.602, -6.775], [10.529, -1.844, -5.861], [9.545, -3.278, -5.549], [9.184, -1.641, -4.746], [8.268, -0.941, -6.926], [9.711, -3.364, -8.011], [10.020, -1.703, -8.286], [8.567, -2.448, -9.013], [6.931, -2.298, -6.109]],
  "atomic_forces_ev_per_a": [[-2.0, -1.5, -7.0], [1.8, 0.8, 6.0], [-3.2, 0.7, 0.4], [2.7, -0.5, -0.6], [-1.2, 0.3, 0.1], [0.7, -0.1, 0.5], [0.6, -0.3, -1.0], [-0.1, 0.1, 1.1], [1.0, -1.7, 0.8], [3.1, -0.2, 4.6], [-2.0, 1.9, 0.5], [-4.5, 1.0, -5.1], [-0.3, 0.9, 1.1], [0.0, -0.4, -0.9], [-0.9, 0.3, -1.0], [0.3, 0.0, 0.6], [1.2, -2.2, -2.3], [1.2, -0.6, 1.8], [-0.3, 0.4, 0.1], [1.2, 0.5, -0.6], [0.5, 1.4, -2.3], [-2.7, 7.1, -2.4], [-2.2, 2.3, -0.8], [4.2, -10.0, 4.0], [-0.5, 0.0, 2.5], [-0.3, -0.2, -1.1], [0.8, -1.5, 0.6], [-1.2, 1.1, -0.9], [1.9, -0.2, -0.8], [-0.5, -0.4, 0.8], [-0.2, -0.1, 0.3], [0.6, 1.2, 0.0], [0.9, 1.7, 2.0], [-8.5, -6.1, 6.8], [-1.5, 0.6, 0.7], [9.6, 4.5, -8.6], [0.6, -0.2, -1.6], [-0.5, -0.3, 0.2], [-0.1, -0.8, 0.4], [-1.1, 0.1, 1.4], [-0.6, -0.2, 0.9], [-0.4, -0.4, -0.6], [0.2, -0.3, -0.6], [1.4, 1.4, -0.6], [-1.2, 0.1, 0.0], [0.2, 7.7, 2.1], [-0.1, 2.0, 1.1], [-1.2, -7.4, -1.7], [0.4, -0.6, -0.5], [0.5, -0.4, 0.3], [-0.1, 1.0, -0.1], [-0.2, 0.3, -0.2], [0.4, 0.1, -0.8], [0.1, -0.9, -0.5], [1.0, -0.5, 0.4], [0.1, -1.3, 0.0], [-0.6, 0.0, 1.3], [0.5, -5.1, 4.3], [-0.4, -2.1, 2.0], [1.3, 8.9, -4.9], [-0.9, -0.2, -0.3], [0.5, -0.1, -1.6], [0.3, -1.1, 0.7], [-0.5, -1.5, -0.1], [0.0, 0.2, -0.5], [-0.1, 0.4, -0.3], [0.0, 0.5, -0.4], [-0.3, -0.1, -0.8], [0.4, 0.5, 1.3], [-0.6, 2.9, -6.2], [0.1, 0.3, 0.2], [0.2, -2.3, 4.4], [0.0, -0.5, -0.1], [-0.4, -0.2, -0.6], [0.0, -0.1, 0.2], [-0.3, 0.3, -0.5], [0.3, 0.1, 0.0], [0.1, 0.9, -0.1], [-0.6, -1.0, 0.6], [1.1, -1.1, 0.5], [-0.6, -0.2, -0.3], [-2.9, 7.5, 8.7], [-0.5, 1.5, 2.4], [2.8, -6.3, -8.8], [1.9, 0.3, -0.2], [-0.3, 0.1, 0.2], [-0.6, 0.2, -0.2], [0.6, 0.2, 0.8], [-0.4, 0.4, -0.9], [0.5, -1.1, -1.2], [-0.3, -0.6, 0.5], [-0.2, -1.6, -0.2], [0.4, 0.2, 0.7], [-10.6, 1.8, 0.3], [-1.0, -0.2, -0.5], [13.0, -1.3, 1.1], [-0.4, -0.1, -0.5], [-0.1, -0.4, -0.7], [0.3, 0.9, -0.3], [-1.1, -0.7, -0.7], [0.6, -0.3, 0.2], [-1.0, 0.3, -0.2], [0.3, 0.7, 0.3], [-0.5, -1.3, 0.4], [1.4, -0.9, 0.0], [6.9, 5.3, -1.8], [-1.3, -0.2, -0.9], [-8.2, -6.7, 0.6], [-0.5, 0.0, 0.0], [0.0, 0.8, 0.6], [-0.3, -0.3, 0.1], [0.9, 1.3, -0.1], [0.4, -0.7, 0.2], [1.5, 1.1, -0.8], [0.8, 0.3, 1.3], [-0.7, 0.1, 0.8]],
  "lowdin_charge": [-0.60, -0.05, 0.21, 0.21, 0.08, 0.07, 0.07, 0.07, -0.03, -0.62, -0.02, 0.00, 0.11, 0.07, 0.07, 0.10, 0.06, 0.02, 0.09, 0.13, -0.01, -0.61, -0.04, -0.04, 0.03, 0.05, 0.12, 0.14, 0.05, 0.07, 0.08, 0.08, 0.02, -0.61, -0.01, 0.03, 0.02, 0.06, 0.06, 0.11, 0.06, 0.07, 0.08, 0.06, -0.02, -0.59, -0.04, -0.01, 0.06, 0.05, 0.07, 0.14, 0.06, 0.09, 0.09, 0.11, -0.03, -0.60, -0.04, 0.00, 0.07, 0.06, 0.06, 0.14, 0.09, 0.06, 0.07, 0.08, -0.03, -0.55, -0.02, -0.04, 0.08, 0.08, 0.07, 0.13, 0.08, 0.08, 0.06, 0.11, 0.00, -0.64, -0.02, 0.01, 0.05, 0.10, 0.07, 0.15, 0.06, 0.12, 0.07, 0.13, -0.02, -0.64, -0.04, -0.01, 0.05, 0.07, 0.10, 0.12, 0.08, 0.06, 0.04, 0.09, -0.01, -0.64, 0.00, -0.03, 0.09, 0.09, 0.08, 0.14, 0.08, 0.07, 0.09, 0.06],
  "lumo_ev": 0.4260,
  "smiles": "NC(N)=O.CC(C)O.CC(C)O.CC(C)O.CC(C)O.CC(C)O.CC(C)O.CC(C)O.CC(C)O.CC(C)O",
  "spin_multiplicity": 1,
  "homo_ev": -8.9,
  "total_energy_ev": -53713.1501,
  "mol_weight_g_mol": 600.920,
  "de_lowest_ev": 10.925
}

Entry 2:
{
  "formula": "Cl2O8Sr2",
  "method": "ωB97M-V with the def2-TZVPD basis set",
  "symbols": ["Sr", "Sr", "Cl", "O", "O", "O", "O", "Cl", "O", "O", "O", "O"],
  "xyz": [[7.976, 2.127, -2.430], [5.022, -4.082, -3.321], [-4.412, 0.171, 3.214], [-4.724, -0.588, 4.459], [-4.912, 1.486, 3.277], [-2.997, 0.071, 3.021], [-4.816, -0.462, 2.016], [1.761, 0.188, -2.025], [1.361, 1.203, -3.081], [3.120, 0.677, -2.062], [1.129, 0.450, -0.743], [1.493, -1.240, -2.323]],
  "atomic_forces_ev_per_a": [[-0.3, 0.1, 0.1], [-0.6, 0.2, 0.1], [-0.8, -0.5, 3.1], [0.4, 1.2, -2.4], [0.2, 0.2, 0.2], [1.9, 0.5, 0.5], [-1.5, -1.3, -1.4], [-2.7, 3.4, -0.8], [-2.2, -2.7, 0.8], [3.4, -2.4, 1.6], [0.9, -0.3, -1.3], [1.5, 1.6, -0.6]],
  "lowdin_charge": [1.41, 1.50, 0.69, -0.22, -0.23, -0.16, -0.17, 0.70, -0.35, -0.44, -0.32, -0.40],
  "lumo_ev": -10.3577,
  "spin_multiplicity": 1,
  "charge": 2,
  "homo_ev": -11.6,
  "total_energy_ev": -43053.2006,
  "mol_weight_g_mol": 374.138,
  "de_lowest_ev": 4.440
}

Entry 3:
{
  "formula": "C28H30BCl33F17N2O2",
  "method": "ωB97M-V with the def2-TZVPD basis set",
  "symbols": ["C", "N", "C", "C", "C", "C", "O", "B", "C", "C", "N", "C", "C", "C", "F", "F", "C", "F", "F", "C", "F", "F", "C", "F", "F", "C", "F", "F", "C", "F", "F", "C", "F", "F", "C", "F", "F", "F", "O", "H", "H", "H", "H", "H", "H", "H", "H", "H", "H", "H", "H", "H", "H", "H", "H", "H", "H", "H", "C", "Cl", "Cl", "Cl", "H", "C", "Cl", "Cl", "Cl", "H", "C", "Cl", "Cl", "Cl", "H", "C", "Cl", "Cl", "Cl", "H", "C", "Cl", "Cl", "Cl", "H", "C", "Cl", "Cl", "Cl", "H", "C", "Cl", "Cl", "Cl", "H", "C", "Cl", "Cl", "Cl", "H", "C", "Cl", "Cl", "Cl", "H", "C", "Cl", "Cl", "Cl", "H", "C", "Cl", "Cl", "Cl", "H"],
  "xyz": [[3.246, 3.789, 3.043], [4.278, 4.103, 2.023], [4.195, 3.229, 0.826], [2.854, 3.378, -0.036], [2.180, 4.835, -0.012], [2.859, 2.820, -1.586], [1.906, 1.734, -1.683], [1.804, 1.157, -0.333], [2.978, 0.028, -0.097], [3.048, -0.511, 1.422], [3.524, -1.686, 1.761], [0.362, 0.590, 0.218], [-0.884, 0.820, -0.761], [-1.671, 2.179, -0.528], [-0.752, 3.255, -0.738], [-2.635, 2.295, -1.556], [-2.247, 2.378, 0.948], [-2.275, 1.174, 1.700], [-1.306, 3.194, 1.632], [-3.630, 3.181, 1.032], [-3.482, 4.335, 0.219], [-3.741, 3.661, 2.346], [-4.906, 2.377, 0.511], [-4.620, 1.051, 0.118], [-5.320, 3.022, -0.682], [-6.172, 2.393, 1.473], [-7.272, 1.968, 0.679], [-6.532, 3.692, 1.898], [-6.076, 1.441, 2.752], [-6.651, 2.167, 3.826], [-4.776, 1.129, 3.152], [-6.866, 0.058, 2.623], [-6.541, -0.651, 1.443], [-8.267, 0.243, 2.701], [-6.529, -0.978, 3.817], [-7.519, -1.980, 3.896], [-5.322, -1.643, 3.619], [-6.481, -0.372, 5.065], [1.993, 2.368, 0.527], [2.804, 2.744, 2.950], [3.637, 3.885, 4.120], [2.350, 4.507, 2.978], [4.203, 5.098, 1.796], [4.268, 2.145, 1.167], [5.126, 3.425, 0.181], [3.052, 5.582, -0.067], [1.456, 4.963, -0.883], [1.568, 5.008, 0.941], [2.530, 3.681, -2.253], [3.942, 2.600, -1.859], [4.043, 0.407, -0.314], [2.845, -0.907, -0.753], [2.683, 0.177, 2.245], [3.817, -2.156, 0.889], [0.450, -0.551, 0.360], [0.185, 1.019, 1.261], [-1.645, -0.019, -0.572], [-0.504, 0.780, -1.830], [1.494, -1.123, -3.698], [1.303, -1.940, -5.258], [0.238, -1.642, -2.570], [3.095, -1.436, -3.022], [1.394, -0.051, -3.857], [-1.554, -4.987, -2.089], [-0.702, -4.744, -0.557], [-2.526, -3.564, -2.487], [-0.406, -5.344, -3.387], [-2.221, -5.836, -1.979], [4.559, -4.897, -4.306], [5.100, -4.225, -5.851], [5.033, -3.848, -2.966], [2.805, -5.131, -4.310], [5.036, -5.864, -4.168], [6.827, 5.765, -1.883], [7.595, 6.550, -0.496], [6.390, 4.097, -1.492], [5.401, 6.675, -2.401], [7.540, 5.750, -2.705], [-0.008, -8.743, -5.349], [-1.507, -7.903, -5.771], [1.366, -7.630, -5.397], [-0.145, -9.484, -3.749], [0.161, -9.528, -6.081], [-5.806, -5.784, -1.413], [-5.108, -4.356, -0.634], [-4.548, -6.775, -2.165], [-6.729, -6.740, -0.246], [-6.486, -5.448, -2.193], [1.458, 3.988, 6.994], [2.342, 4.207, 8.514], [0.457, 5.406, 6.649], [2.578, 3.678, 5.658], [0.804, 3.126, 7.101], [8.754, -2.691, -6.869], [7.247, -1.855, -7.270], [10.121, -1.568, -6.920], [8.639, -3.457, -5.280], [8.922, -3.467, -7.612], [-2.098, -3.392, 2.824], [-0.408, -3.830, 2.543], [-2.374, -3.044, 4.537], [-2.554, -2.006, 1.825], [-2.721, -4.237, 2.542], [0.778, -7.682, 1.629], [0.586, -8.556, 0.103], [-0.490, -8.142, 2.774], [2.379, -7.980, 2.320], [0.686, -6.617, 1.426], [-6.515, 7.479, 2.352], [-5.561, 6.325, 1.412], [-5.457, 8.586, 3.237], [-7.617, 8.379, 1.299], [-7.109, 6.924, 3.073]],
  "atomic_forces_ev_per_a": [[-0.7, 0.2, 0.3], [-0.8, -0.8, 0.3], [0.8, 0.4, -1.1], [-1.4, -1.9, -0.5], [0.5, -0.4, 0.5], [0.3, 1.1, 0.3], [1.3, 1.2, -0.5], [0.2, 0.7, 1.1], [1.2, -1.5, 1.4], [0.7, -1.0, -1.0], [-1.0, 2.2, -0.7], [-0.9, -1.1, -0.1], [-0.4, -0.1, 1.1], [2.6, -0.5, -1.7], [-2.1, -1.6, 0.3], [0.7, 0.2, 1.9], [1.6, 0.5, 1.4], [-0.6, 2.3, -1.7], [-2.1, -1.5, -1.1], [1.5, 1.4, 0.1], [-0.3, -2.3, 1.6], [-0.5, -1.2, -2.2], [-0.7, 0.3, -2.3], [-0.4, 2.5, 1.4], [0.5, -1.2, 2.4], [-1.8, 0.7, -0.6], [2.1, 0.5, 1.6], [1.3, -2.8, -1.0], [-0.2, 0.4, 2.0], [0.9, -1.6, -2.0], [-2.0, 0.6, -1.2], [-1.1, -1.7, -0.1], [-0.7, 1.8, 2.2], [2.9, 0.0, -0.5], [0.4, -1.8, 1.5], [1.9, 2.3, -0.4], [-2.4, 1.6, 0.2], [-0.1, -0.9, -2.5], [0.2, 1.4, 0.6], [0.8, 1.3, -0.2], [0.4, 0.1, -2.7], [1.1, -1.0, 0.2], [0.1, -0.6, -0.1], [-0.3, 1.5, -0.4], [-1.7, -0.3, 1.3], [-1.5, -0.7, -0.1], [1.1, -0.2, 1.1], [1.0, -0.3, -1.2], [0.3, -1.1, 0.5], [-1.2, -0.4, 0.1], [-1.4, -0.4, 0.2], [0.1, 1.4, 1.3], [0.4, -0.8, -0.9], [-0.1, 0.2, 0.3], [-0.4, 1.5, -0.2], [0.2, -0.5, -1.4], [0.8, 1.2, -0.5], [-0.8, 0.4, 1.3], [0.1, 0.2, 0.2], [0.0, 0.0, -0.1], [0.2, -0.1, -0.2], [-0.4, 0.1, -0.8], [0.0, -0.1, 0.1], [0.2, 0.1, 0.0], [-0.2, 0.0, -0.1], [0.2, -0.1, -0.1], [-0.2, 0.0, 0.1], [0.1, 0.2, 0.0], [-0.1, 0.1, 0.1], [-0.1, -0.1, 0.1], [0.4, -0.5, -0.1], [0.4, 0.1, 0.1], [-0.1, 0.2, 0.0], [0.0, -0.1, 0.0], [0.0, 0.0, -0.1], [0.5, 0.5, -0.6], [0.1, -0.1, 0.0], [-0.1, 0.0, 0.2], [0.1, 0.1, 0.0], [0.1, -0.1, 0.0], [-0.3, -0.3, -0.1], [0.0, 0.0, -0.1], [-0.1, 0.1, 0.2], [0.0, 0.2, 0.2], [-0.3, -0.3, 0.0], [-0.2, 0.0, 0.0], [0.0, 0.0, -0.1], [0.1, -0.1, 0.1], [0.1, -0.2, 0.0], [-0.1, 0.0, 0.0], [0.0, -0.1, 0.0], [-1.2, 0.1, 1.7], [0.1, 0.2, 0.0], [-0.1, 0.0, 0.1], [0.2, -0.1, 0.0], [-0.1, -0.1, 0.0], [0.1, 0.0, -0.1], [0.0, 0.1, 0.1], [0.0, 0.0, -0.2], [0.0, 0.1, 0.2], [0.0, -0.1, -0.1], [0.1, -0.1, 0.0], [0.1, 0.1, 0.1], [0.0, 0.0, 0.0], [0.0, 0.1, 0.1], [0.1, 0.1, -0.1], [-0.1, 0.1, -0.1], [0.0, -0.2, 0.0], [0.1, -0.1, -0.1], [0.0, 0.4, 0.1], [-0.1, -0.1, 0.0], [0.0, 0.0, 0.1], [0.1, 0.1, -0.1]],
  "lowdin_charge": [-0.23, -0.11, -0.17, -0.39, -0.02, -0.11, -0.05, -0.93, -0.10, -0.23, 0.02, -0.07, -0.11, -0.30, 0.06, 0.05, -0.21, 0.05, 0.09, -0.23, 0.07, 0.09, -0.21, 0.11, 0.09, -0.20, 0.09, 0.04, -0.22, 0.09, 0.12, -0.20, 0.10, 0.10, -0.36, 0.10, 0.08, 0.13, -0.07, 0.09, -0.07, 0.08, 0.08, 0.12, 0.01, 0.07, 0.08, 0.08, 0.11, 0.09, 0.11, 0.02, 0.11, 0.02, 0.10, 0.11, 0.10, 0.09, -1.46, 0.51, 0.59, 0.57, 0.02, -1.52, 0.52, 0.49, 0.50, -0.06, -1.50, 0.50, 0.51, 0.47, 0.02, -1.52, 0.51, 0.60, 0.52, 0.01, -1.53, 0.51, 0.48, 0.51, 0.01, -1.52, 0.52, 0.56, 0.52, 0.02, -1.50, 0.50, 0.51, 0.64, 0.01, -1.54, 0.51, 0.51, 0.51, 0.01, -1.53, 0.51, 0.53, 0.55, 0.02, -1.55, 0.50, 0.51, 0.52, -0.03, -1.53, 0.59, 0.52, 0.51, 0.02],
  "lumo_ev": 1.5475,
  "spin_multiplicity": 1,
  "charge": -1,
  "homo_ev": -5.0,
  "total_energy_ev": -496709.6277,
  "mol_weight_g_mol": 1930.287,
  "de_lowest_ev": 4.682
}